(1)
Molecular formula: C41H53BHgN16S7
Method: DFT, the ωB97M-V functional and the def2-TZVPD basis

Last column: Löwdin spin population.
Cartesian coordinates (Å):
Hg  1.185063  0.551091  -1.280938  0.00
C  -2.514953  1.198120  -5.746926  0.00
C  -1.651358  -0.067425  -5.803199  0.00
C  -2.139387  -1.010302  -6.908637  0.00
C  -0.228710  0.371999  -6.126803  0.00
N  -1.797575  -0.801481  -4.506227  0.00
C  -3.066330  -1.209285  -4.102742  0.00
C  -2.923342  -1.910688  -2.972769  0.00
N  -1.581560  -1.955484  -2.655774  0.00
B  -1.165900  -2.726456  -1.362517  0.00
N  0.332539  -3.123857  -1.306813  0.00
C  0.786727  -4.189179  -2.060556  0.00
C  2.072288  -4.408182  -1.748000  0.00
N  2.437415  -3.461643  -0.795425  0.00
C  1.348926  -2.677550  -0.530603  0.00
S  1.269390  -1.361907  0.569843  0.00
C  3.703231  -3.529422  0.006349  0.00
C  4.614063  -4.590637  -0.603374  0.00
C  3.331863  -3.935287  1.435623  0.00
C  4.454050  -2.198282  -0.006186  0.00
N  -1.666253  -1.950671  -0.115240  0.00
C  -2.081877  -2.645783  1.003696  0.00
C  -2.648049  -1.774744  1.852756  0.00
N  -2.584889  -0.520422  1.263882  0.00
C  -1.927296  -0.640347  0.072435  0.00
S  -1.422926  0.647900  -0.943556  0.00
C  -3.353815  0.667292  1.767085  0.00
C  -4.405335  1.040768  0.718015  0.00
C  -2.429001  1.843593  2.070636  0.00
C  -4.078394  0.270732  3.048086  0.00
C  -0.882208  -1.272649  -3.596368  0.00
S  0.804255  -1.068166  -3.607853  0.00
H  -2.636320  1.593268  -6.757426  0.00
H  -2.014670  1.960580  -5.145859  0.00
H  -3.507582  1.015551  -5.333654  0.00
H  -1.954511  -0.556427  -7.884169  0.00
H  -3.207882  -1.221331  -6.825521  0.00
H  -1.593516  -1.954278  -6.858132  0.00
H  -0.280785  0.967917  -7.043302  0.00
H  0.434042  -0.474744  -6.291489  0.00
H  0.192231  0.987608  -5.334672  0.00
H  -3.957621  -0.978578  -4.657240  0.00
H  -3.666158  -2.378132  -2.347792  0.00
H  -1.793642  -3.762897  -1.386862  0.00
H  0.151472  -4.686967  -2.773456  0.00
H  2.757898  -5.129396  -2.150650  0.00
H  4.180137  -5.591104  -0.540738  0.00
H  5.547376  -4.593169  -0.041310  0.00
H  4.848186  -4.358997  -1.645498  0.00
H  2.752688  -4.862535  1.427488  0.00
H  2.739048  -3.154505  1.912267  0.00
H  4.237914  -4.092275  2.025102  0.00
H  4.764104  -1.935555  -1.019750  0.00
H  5.345968  -2.301533  0.616932  0.00
H  3.848404  -1.389293  0.392944  0.00
H  -1.927781  -3.706850  1.097904  0.00
H  -3.067167  -1.947375  2.826606  0.00
H  -3.936880  1.346117  -0.216341  0.00
H  -5.013058  1.866849  1.097046  0.00
H  -5.062130  0.188736  0.520549  0.00
H  -1.982970  2.233997  1.159051  0.00
H  -1.636090  1.535504  2.755771  0.00
H  -3.015952  2.636562  2.543761  0.00
H  -4.767427  -0.560888  2.884629  0.00
H  -4.658514  1.129136  3.387745  0.00
H  -3.370490  0.014007  3.835434  0.00
N  0.567126  2.918220  1.155221  0.00
C  1.908384  2.957771  0.861993  0.01
N  2.651617  3.820231  1.551328  0.07
C  3.936737  3.857308  1.152775  0.03
N  4.737596  4.739071  1.840694  0.01
N  4.489792  3.171134  0.176447  0.08
C  3.666192  2.296158  -0.465034  0.18
N  2.345463  2.174214  -0.115273  0.08
C  4.191889  1.496715  -1.513197  0.13
C  5.502124  1.731890  -2.020565  0.06
C  6.008436  0.933103  -2.999922  0.05
C  5.222177  -0.136087  -3.496932  0.13
C  3.953286  -0.293107  -2.987001  0.01
N  3.424091  0.479290  -2.035066  0.16
H  0.380212  3.203820  2.105735  0.00
H  0.121461  2.036738  0.928513  0.00
H  4.393778  4.972725  2.757059  0.00
H  5.721934  4.543516  1.773347  0.00
H  6.060567  2.558771  -1.606127  0.00
H  6.996930  1.114080  -3.405612  0.00
H  5.587060  -0.807462  -4.262033  0.01
H  3.326208  -1.102082  -3.344232  0.00
C  0.662152  5.583117  -1.284884  0.00
N  -0.587350  4.915801  -1.604390  0.00
C  -1.850295  5.286768  -1.165408  0.00
C  -2.723460  4.392977  -1.660526  0.00
N  -1.984843  3.503029  -2.421035  0.00
C  -0.662748  3.791638  -2.356226  0.00
S  0.626733  2.995260  -3.092901  0.00
H  0.463882  6.351332  -0.542078  0.00
H  1.090042  6.028211  -2.181947  0.00
H  1.366367  4.864416  -0.877462  0.00
H  -2.004685  6.144918  -0.534922  0.00
H  -3.788816  4.305651  -1.540667  0.00
H  -2.312597  2.607002  -2.746032  0.00
S  -0.645732  -4.152241  6.324876  0.00
C  -0.400892  -2.618279  5.704052  0.00
S  0.817065  -2.325145  4.514668  0.00
C  0.418678  -0.591060  4.437460  0.00
N  -0.572140  -0.317107  5.240236  0.00
N  -1.013299  -1.434042  5.963702  0.00
C  -1.993783  -1.132493  6.960678  0.00
C  -2.279386  0.215259  7.217218  0.00
C  -3.196969  0.562309  8.194268  0.00
C  -3.851295  -0.411940  8.936457  0.00
C  -3.586011  -1.743535  8.665429  0.00
C  -2.674019  -2.111892  7.683153  0.00
S  1.242366  0.448167  3.399549  0.00
H  -1.763556  0.974170  6.652112  0.00
H  -3.394341  1.611280  8.382419  0.00
H  -4.552551  -0.135558  9.714526  0.00
H  -4.095065  -2.521832  9.221606  0.00
H  -2.485485  -3.152844  7.486684  0.00

Atoms 1-6, force components in eV/Å:
0.0130 -0.5106 -0.0664
-0.0112 0.0166 0.0597
0.0447 -0.0454 0.0332
-0.0289 -0.0110 0.0121
0.0708 -0.0090 0.0168
-0.0732 0.0746 0.0209

Results
E = -147926.25070 eV
HOMO level (alpha / beta) = -2.7 / -4.3 eV
multiplicity = 2
orbital gap (alpha / beta) = 4.7 / 6.3 eV
molecular weight = 1205.858 g mol⁻¹
relative energy (zero: lowest compared OMol25 entry of this formula, charge and spin) = 0.0 kJ/mol
total charge = -1

(2)
Molecular formula: C41H53Cl5NO3PSb2Tc
Method: DFT, the ωB97M-V functional and the def2-TZVPD basis

Last column: Löwdin spin population.
Cartesian coordinates (Å):
Tc  -1.304190  -0.453774  -0.105193  1.76
Cl  -1.337207  1.071641  3.555096  0.00
C  -0.819403  1.966460  2.165620  0.01
C  -0.885716  1.376351  0.910790  -0.02
C  -0.464799  2.192056  -0.118882  0.01
Cl  -0.537326  1.370941  -1.707629  0.02
C  0.010309  3.486034  -0.025466  0.00
Cl  0.546542  4.327645  -1.417731  0.00
C  0.064809  4.038071  1.253124  0.02
Cl  0.667764  5.622700  1.464016  0.01
C  -0.357197  3.276072  2.349398  0.00
Cl  -0.291074  3.962729  3.916186  0.00
O  2.537681  -0.574150  1.162643  0.08
C  1.377296  -0.950203  1.255865  0.02
O  0.590462  -0.874818  0.208851  0.15
C  0.887700  -1.520906  2.559817  0.00
C  1.845052  -1.579228  3.569778  0.00
C  1.582581  -2.202728  4.777156  0.00
C  0.361147  -2.827432  4.974715  0.00
C  -0.605627  -2.767740  3.983522  0.00
C  -0.376265  -2.080490  2.794113  0.00
P  -1.749074  -2.019483  1.608965  -0.01
C  -1.787257  -3.774798  1.098598  0.00
C  -2.801551  -4.663674  1.425637  0.00
C  -2.703014  -6.002368  1.054538  0.00
C  -1.589242  -6.460165  0.373053  0.00
C  -0.557135  -5.577673  0.063312  0.00
C  -0.657966  -4.246479  0.421600  0.00
C  -3.326407  -1.736597  2.453158  0.00
C  -3.477693  -1.378666  3.788281  0.00
C  -4.745224  -1.182205  4.319260  0.00
C  -5.870865  -1.348707  3.526735  0.00
C  -5.730827  -1.714002  2.193064  0.00
C  -4.466053  -1.901948  1.659798  0.00
H  2.813858  -1.137907  3.383414  0.00
H  2.339693  -2.225895  5.548040  0.00
H  0.158860  -3.360046  5.893340  0.00
H  -1.552473  -3.269739  4.142100  0.00
H  -3.670636  -4.332666  1.978121  0.00
H  -3.499099  -6.687205  1.313509  0.00
H  -1.513175  -7.502233  0.095936  0.00
H  0.326851  -5.934722  -0.448295  0.00
H  0.160850  -3.568712  0.195126  0.00
H  -2.613440  -1.238593  4.421141  0.00
H  -4.849515  -0.902254  5.358527  0.00
H  -6.855953  -1.207141  3.950702  0.00
H  -6.607460  -1.871514  1.578326  0.00
H  -4.365144  -2.209933  0.623447  0.00
C  -2.922010  -3.936455  -2.258861  0.00
Sb  -1.657184  -2.232841  -2.205432  0.00
C  -0.004392  -2.964415  -3.319080  0.00
C  -2.511820  -1.050700  -3.760243  0.00
H  -3.571155  -3.871269  -3.129078  0.00
H  -3.515420  -4.010738  -1.350687  0.00
H  -2.298989  -4.824262  -2.335557  0.00
H  -0.369798  -3.281193  -4.294232  0.00
H  0.464276  -3.807578  -2.817012  0.00
H  0.727565  -2.169129  -3.448420  0.00
H  -3.154488  -1.669383  -4.384283  0.00
H  -1.706206  -0.654416  -4.377634  0.00
H  -3.083373  -0.220919  -3.351676  0.00
C  -5.613603  -0.583840  -1.756906  0.00
N  -5.464391  0.370873  -0.663079  0.02
C  -6.691489  1.029787  -0.208217  0.00
C  -4.307322  0.580376  -0.065106  0.01
C  -4.258986  1.492410  1.116292  0.00
O  -3.271229  -0.011896  -0.507025  0.07
H  -6.428084  -1.267804  -1.519966  0.00
H  -4.693804  -1.143562  -1.886892  0.00
H  -5.852579  -0.057055  -2.680428  0.00
H  -7.441206  0.919363  -0.986670  0.00
H  -6.523413  2.089982  -0.042223  0.00
H  -7.060232  0.570273  0.709072  0.00
H  -4.995051  1.184404  1.859951  0.00
H  -4.488458  2.516060  0.817137  0.00
H  -3.271351  1.462143  1.555295  0.00
C  4.776021  0.508530  -4.093945  0.03
C  3.490161  0.968269  -3.415125  0.11
C  2.257770  0.663596  -4.257902  0.01
Sb  3.297688  0.255438  -1.376583  0.51
C  4.504421  -1.483800  -1.037231  0.06
C  4.013821  -2.582228  -1.975712  0.01
C  6.009894  -1.240370  -1.139128  0.02
C  3.797324  2.088800  -0.374305  0.06
C  3.251402  2.280909  1.030819  0.00
C  5.312802  2.290236  -0.436643  0.03
H  4.872361  1.027837  -5.050698  0.01
H  4.764825  -0.558848  -4.309715  0.00
H  5.671284  0.734065  -3.517112  0.00
H  3.546863  2.042871  -3.221454  0.00
H  2.194720  -0.400395  -4.492808  0.00
H  2.315861  1.200372  -5.206749  0.00
H  1.329048  0.964280  -3.768593  0.00
H  4.233739  -1.716143  -0.009397  0.00
H  4.107990  -2.309176  -3.026821  0.00
H  2.971830  -2.845103  -1.785553  0.00
H  4.616304  -3.480703  -1.823722  0.00
H  6.335069  -1.133037  -2.172102  0.00
H  6.525416  -2.110470  -0.726029  0.01
H  6.347184  -0.374379  -0.576472  0.00
H  3.304924  2.784283  -1.060876  0.00
H  3.797784  1.681219  1.755585  0.00
H  2.196685  2.021498  1.110566  0.00
H  3.365696  3.332534  1.305107  0.00
H  5.826979  1.605239  0.235462  0.00
H  5.551469  3.304551  -0.109233  0.01
H  5.727113  2.172199  -1.439394  0.00

Atoms 1-6, force components in eV/Å:
-0.1161 -0.0366 0.4014
0.0208 0.0591 -0.0805
0.0673 0.0553 0.1477
-0.0614 0.0395 -0.0416
0.0515 -0.0501 -0.2435
-0.0550 0.3223 0.1170

Results
E = -138171.69474 eV
HOMO level (alpha / beta) = -13.0 / -13.3 eV
multiplicity = 4
orbital gap (alpha / beta) = 8.3 / 6.7 eV
molecular weight = 1157.638 g mol⁻¹
relative energy (zero: lowest compared OMol25 entry of this formula, charge and spin) = 0.0 kJ/mol
total charge = +2

| no. | maximum force (eV Å⁻¹) |
| --- | --- |
| 1 | 0.593 |
| 2 | 0.502 |